[1]
C24H45IP2Y | the ωB97M-V functional and the def2-TZVPD basis

Atoms and positions in Å:
Y  0.18  -0.43  -1.50
C  1.46  -3.26  -0.38
C  0.51  -3.20  0.67
C  -0.59  -2.67  -1.30
C  0.80  -2.89  -1.59
C  -0.73  -2.73  0.14
C  2.91  -3.56  -0.31
H  3.40  -2.81  0.31
H  3.36  -3.57  -1.31
H  3.14  -4.55  0.10
C  1.36  -2.83  -2.97
H  2.40  -3.23  -2.97
H  1.34  -1.78  -3.45
H  0.77  -3.52  -3.64
C  -1.54  -2.21  -2.35
H  -1.20  -2.45  -3.36
H  -1.69  -1.05  -2.37
H  -2.55  -2.57  -2.21
C  -1.99  -2.52  0.89
H  -2.24  -3.44  1.46
H  -2.81  -2.31  0.20
H  -1.96  -1.69  1.62
C  0.71  -3.69  2.06
H  1.30  -4.63  2.07
H  -0.25  -3.92  2.54
H  1.24  -2.95  2.69
C  1.18  3.33  2.44
C  1.83  2.55  3.31
C  1.43  2.32  4.73
C  -0.10  2.40  5.06
C  -0.94  1.56  4.16
C  -1.53  1.92  3.01
C  -1.39  3.25  2.35
C  -0.09  4.06  2.63
H  1.97  3.01  5.42
H  -0.42  3.45  5.12
H  1.76  1.29  4.95
H  -0.16  4.58  3.59
H  1.58  3.40  1.43
H  2.77  2.07  3.01
H  -0.09  4.84  1.86
H  -1.52  3.16  1.26
H  -2.20  1.21  2.51
H  -2.23  3.86  2.70
H  -0.17  1.97  6.07
H  -1.19  0.57  4.57
P  2.75  0.39  -1.93
C  3.92  -0.63  -2.91
H  4.75  -0.03  -3.30
H  3.39  -1.12  -3.73
H  4.31  -1.42  -2.25
C  2.32  1.81  -3.02
H  3.21  2.29  -3.43
H  1.74  2.56  -2.45
H  1.68  1.47  -3.85
C  3.96  1.15  -0.76
H  4.78  1.67  -1.30
H  4.40  0.35  -0.14
H  3.46  1.84  -0.07
P  -3.21  0.49  -1.70
C  -4.73  -0.49  -1.26
H  -5.64  -0.05  -1.70
H  -4.86  -0.52  -0.17
H  -4.65  -1.53  -1.62
C  -3.93  2.16  -1.43
H  -4.88  2.28  -1.97
H  -3.22  2.91  -1.79
H  -4.10  2.32  -0.36
C  -3.48  0.37  -3.53
H  -4.44  0.81  -3.82
H  -3.46  -0.68  -3.85
H  -2.66  0.90  -4.03
I  0.77  0.38  1.14

E_HOMO ... -9.9 eV
Energy above the lowest of the compared OMol25 structures with the same formula, charge and spin ... 0.0000 eV
Charge ... +1
E_LUMO ... -3.64 eV

***

[2]
C11H12BaN15 | the ωB97M-V functional and the def2-TZVPD basis

Atoms and positions in Å:
Ba  -0.59  0.00  -1.56
N  -4.47  0.01  -1.05
C  -3.83  -1.21  -1.16
N  -4.48  -2.35  -1.33
N  -3.52  -3.29  -1.34
N  -2.36  -2.75  -1.18
N  -2.51  -1.41  -1.05
C  -3.82  1.22  -1.15
N  -4.47  2.37  -1.31
N  -3.50  3.30  -1.32
N  -2.35  2.75  -1.16
N  -2.50  1.41  -1.04
H  -5.44  0.01  -1.31
N  -1.74  -0.21  2.06
C  -0.44  -0.30  2.36
N  -0.10  -0.57  3.63
C  1.20  -0.58  3.86
N  1.61  -0.90  5.12
N  2.17  -0.32  2.97
C  1.72  -0.09  1.74
N  0.45  -0.07  1.38
C  2.75  0.18  0.70
C  4.02  0.59  1.08
C  4.97  0.84  0.10
C  4.62  0.65  -1.23
C  3.32  0.23  -1.52
N  2.41  0.01  -0.58
H  -2.40  -0.51  2.75
H  -2.01  -0.17  1.09
H  0.91  -0.96  5.84
H  2.57  -0.76  5.35
H  4.23  0.71  2.13
H  5.96  1.17  0.36
H  5.33  0.82  -2.03
H  3.00  0.08  -2.54
C  -0.19  0.03  -4.36
H  0.84  -0.12  -4.73
H  -0.55  0.99  -4.76
H  -0.81  -0.76  -4.80

E_HOMO ... -3.5 eV
Charge ... -1
E_LUMO ... 1.64 eV

***

[3]
C14H17FN2 | the ωB97M-V functional and the def2-TZVPD basis

Atoms and positions in Å:
C  0.50  2.43  -3.13
N  0.15  1.04  -2.85
C  0.61  0.13  -3.75
C  0.08  -1.09  -3.39
C  -0.78  -0.94  -2.30
C  -0.64  0.36  -1.87
C  -1.62  0.88  -0.81
N  -1.49  0.28  0.45
C  -1.34  1.04  1.61
C  -1.23  0.19  2.91
C  -0.01  -0.69  2.68
C  -0.04  -2.05  2.34
C  1.14  -2.64  1.85
C  2.28  -1.80  1.71
C  2.30  -0.55  2.26
C  1.16  0.03  2.77
F  1.39  1.24  3.36
H  1.54  2.54  -2.75
H  0.39  2.67  -4.22
H  -0.21  3.07  -2.50
H  1.21  0.25  -4.65
H  0.34  -2.10  -3.73
H  -1.43  -1.79  -2.02
H  -2.57  0.59  -1.16
H  -1.72  2.01  -0.77
H  -0.95  -0.62  0.54
H  -0.44  1.58  1.34
H  -2.08  1.81  1.60
H  -2.08  -0.45  2.96
H  -1.06  0.86  3.82
H  -0.99  -2.51  2.49
H  1.08  -3.68  1.69
H  3.27  -2.11  1.22
H  3.24  0.03  2.30

E_HOMO ... -7.9 eV
Energy above the lowest of the compared OMol25 structures with the same formula, charge and spin ... 2.6834 eV
Charge ... 0
E_LUMO ... 0.88 eV

***

[4]
C26H66BO30 | the ωB97M-V functional and the def2-TZVPD basis

Atoms and positions in Å:
O  -2.83  -0.53  -2.02
C  -1.78  -0.33  -1.44
O  -1.58  0.52  -0.48
B  -0.17  0.63  -0.21
O  0.50  -0.15  -1.22
C  -0.39  -0.79  -1.91
O  -0.19  -1.44  -2.91
O  0.22  0.19  1.17
C  0.97  1.10  1.74
O  1.69  0.99  2.70
C  0.84  2.39  0.90
O  0.19  2.09  -0.17
O  1.36  3.47  1.19
C  5.04  1.44  -0.31
C  3.93  1.54  -1.40
O  4.32  2.26  -2.54
O  6.25  0.86  -0.80
H  4.62  0.83  0.49
H  5.24  2.39  0.19
H  3.10  2.01  -0.86
H  3.67  0.51  -1.64
H  4.51  3.18  -2.33
H  6.01  0.21  -1.46
C  4.49  -1.32  4.41
C  3.19  -0.85  5.10
O  3.38  -0.91  6.51
O  4.85  -2.59  4.92
H  5.26  -0.54  4.45
H  4.36  -1.45  3.34
H  2.45  -1.62  4.88
H  2.95  0.18  4.85
H  4.14  -1.47  6.65
H  5.30  -3.07  4.22
C  2.37  -2.04  0.45
C  1.30  -2.27  1.49
O  0.91  -3.66  1.64
O  3.57  -2.73  0.82
H  2.53  -0.98  0.29
H  2.01  -2.44  -0.50
H  0.45  -1.59  1.40
H  1.62  -1.95  2.49
H  1.31  -3.88  2.49
H  3.40  -3.66  1.01
C  -3.42  -0.53  -5.72
C  -2.75  -0.03  -7.02
O  -2.57  -1.16  -7.91
O  -2.96  0.30  -4.65
H  -3.08  -1.53  -5.43
H  -4.51  -0.54  -5.82
H  -1.84  0.55  -6.89
H  -3.49  0.54  -7.59
H  -3.31  -1.76  -7.91
H  -3.12  -0.10  -3.79
C  3.85  3.12  4.19
C  3.97  4.64  4.01
O  5.09  5.17  4.70
O  3.69  2.78  5.56
H  4.69  2.65  3.68
H  2.91  2.89  3.68
H  3.02  5.07  4.35
H  4.10  5.00  2.99
H  5.28  4.67  5.50
H  3.10  2.02  5.58
C  -2.78  -2.93  1.66
C  -3.57  -1.99  2.56
O  -3.27  -0.66  2.30
O  -3.22  -2.79  0.34
H  -2.76  -3.95  2.06
H  -1.70  -2.74  1.66
H  -3.35  -2.27  3.59
H  -4.60  -2.18  2.23
H  -2.94  -0.62  1.39
H  -2.65  -3.38  -0.19
C  -5.40  -1.43  0.09
C  -6.77  -1.61  -0.60
O  -7.11  -2.97  -0.63
O  -5.51  -1.57  1.51
H  -4.96  -0.46  -0.17
H  -4.77  -2.30  -0.11
H  -6.85  -1.15  -1.59
H  -7.59  -1.12  -0.07
H  -7.26  -3.29  0.26
H  -5.82  -0.73  1.84
C  0.37  6.46  2.16
C  -0.65  7.29  2.95
O  -1.09  8.50  2.37
O  0.64  5.31  2.90
H  1.19  7.10  1.83
H  -0.14  6.14  1.25
H  -0.22  7.55  3.92
H  -1.54  6.67  3.10
H  -1.18  8.35  1.42
H  0.81  4.53  2.34
C  0.66  -4.95  -2.31
C  -0.52  -5.31  -1.44
O  -1.19  -4.19  -0.78
O  0.22  -4.22  -3.46
H  1.26  -5.78  -2.69
H  1.49  -4.35  -1.91
H  -0.11  -6.00  -0.69
H  -1.26  -5.94  -1.93
H  -0.62  -3.97  -0.04
H  0.36  -3.28  -3.35
C  -3.84  -3.77  -2.98
C  -4.16  -5.02  -2.20
O  -3.64  -6.15  -2.90
O  -4.49  -3.48  -4.20
H  -2.77  -3.98  -3.11
H  -3.70  -2.91  -2.33
H  -5.20  -5.08  -1.86
H  -3.54  -4.90  -1.31
H  -3.32  -6.81  -2.29
H  -4.39  -4.19  -4.84
C  1.43  4.14  -2.92
C  2.25  4.75  -1.80
O  3.11  5.70  -2.44
O  0.57  5.23  -3.40
H  0.64  3.41  -2.73
H  2.06  3.78  -3.72
H  2.82  3.88  -1.45
H  1.74  5.22  -0.96
H  3.63  6.17  -1.78
H  1.14  5.96  -3.64

E_HOMO ... -6.7 eV
Energy above the lowest of the compared OMol25 structures with the same formula, charge and spin ... 4.1548 eV
Charge ... -1
E_LUMO ... 1.64 eV

***

[5]
C15H23NO3 | the ωB97M-V functional and the def2-TZVPD basis

Atoms and positions in Å:
C  2.60  -5.05  3.79
C  1.70  -5.23  2.57
O  0.38  -4.74  2.75
C  0.28  -3.33  2.80
C  -1.20  -2.97  2.78
C  -1.42  -1.46  2.78
N  -0.93  -0.84  1.56
C  0.22  -0.12  1.51
O  0.88  0.12  2.49
C  0.56  0.38  0.12
C  -0.35  1.54  -0.27
C  0.00  2.09  -1.65
O  -0.93  3.11  -1.95
C  -0.82  3.77  -3.14
C  0.14  3.51  -4.11
C  0.15  4.25  -5.28
C  -0.79  5.24  -5.50
C  -1.75  5.50  -4.53
C  -1.77  4.77  -3.36
H  2.82  -3.99  3.96
H  3.54  -5.57  3.62
H  2.12  -5.45  4.67
H  1.57  -6.29  2.36
H  2.15  -4.75  1.70
H  0.75  -2.93  3.70
H  0.79  -2.89  1.93
H  -1.68  -3.40  3.67
H  -1.67  -3.42  1.90
H  -0.86  -1.00  3.60
H  -2.48  -1.23  2.89
H  -1.40  -1.09  0.70
H  1.60  0.71  0.13
H  0.46  -0.43  -0.61
H  -0.25  2.35  0.46
H  -1.40  1.23  -0.27
H  -0.07  1.28  -2.40
H  1.02  2.48  -1.66
H  0.89  2.75  -3.97
H  0.90  4.05  -6.03
H  -0.77  5.81  -6.42
H  -2.49  6.27  -4.69
H  -2.50  4.96  -2.60

E_HOMO ... -8.6 eV
Energy above the lowest of the compared OMol25 structures with the same formula, charge and spin ... 2.1045 eV
Charge ... 0
E_LUMO ... 0.69 eV

***

Number 1: orbital gap 6.2 eV, maximum force 0.042 hartree/bohr, total energy -53333.707 eV. Number 2: orbital gap 5.1 eV, maximum force 0.064 hartree/bohr, total energy -34649.468 eV. Number 3: orbital gap 8.8 eV, maximum force 0.094 hartree/bohr, total energy -20488.563 eV. Number 4: orbital gap 8.3 eV, maximum force 0.125 hartree/bohr, total energy -90132.454 eV. Number 5: orbital gap 9.3 eV, maximum force 0.013 hartree/bohr, total energy -23560.808 eV.